# 1
This record from the Open Molecules 2025 dataset describes 2 unconnected molecules or ions with the total composition CH5N2S. The level of theory is ωB97M-V/def2-TZVPD.

## Properties
E_HOMO	-3.120	eV
energy above the lowest of the compared OMol25 structures with the same formula, charge and spin	0.00	kcal per mole

The geometry in ORCA input format:
```
! wB97M-V def2-TZVPD RIJCOSX def2/J DEFGRID3
* xyz -1 1
S -2.12 -0.93 -0.08
H -3.08 -0.01 0.07
N 0.50 0.79 0.52
C 1.51 0.44 -0.31
N 2.74 0.64 -0.02
H 0.80 0.90 1.49
H -0.45 0.37 0.39
H 1.17 0.00 -1.25
H 3.35 0.31 -0.76
*
```


# 2
This record from the Open Molecules 2025 dataset describes a single C15H18O5 molecule at a distorted geometry. The level of theory is ωB97M-V/def2-TZVPD.

## Properties
E_HOMO	-8.599	eV
energy above the lowest of the compared OMol25 structures with the same formula, charge and spin	47.59	kcal per mole

The geometry in ORCA input format:
```
! wB97M-V def2-TZVPD RIJCOSX def2/J DEFGRID3
* xyz 0 1
O -1.14 -1.37 2.44
O -3.71 -0.58 2.48
O 2.19 1.80 -1.43
O -0.68 0.57 -1.21
O 0.22 -2.33 -1.11
C -1.00 -0.86 1.30
C -4.27 0.90 -0.81
C -4.50 0.31 0.44
C -3.10 0.83 -1.36
C -3.48 -0.16 1.23
C -1.95 0.31 -0.65
C -2.18 -0.22 0.68
C 3.70 0.39 0.61
C 0.32 1.90 0.52
C 2.48 -1.74 -0.35
C 2.94 -0.34 -0.60
C 1.75 0.50 -1.18
C 0.38 -0.73 0.74
C 0.45 0.53 -0.32
C 0.98 -2.00 0.03
H -2.82 -0.99 2.68
H 1.73 2.04 -2.29
H -0.55 -1.80 -1.18
H -4.97 1.29 -1.49
H -5.51 0.20 0.73
H -2.84 1.07 -2.41
H 4.45 -0.34 1.06
H 4.19 1.30 0.40
H 2.98 0.64 1.40
H 0.15 2.72 -0.15
H -0.49 2.03 1.16
H 1.31 2.10 1.01
H 3.16 -2.20 0.28
H 2.75 -2.24 -1.32
H 3.58 -0.36 -1.45
H 1.45 0.20 -2.16
H 0.97 -0.46 1.63
H 1.07 -2.89 0.63
*
```


# 3
This record from the Open Molecules 2025 dataset describes a molecular structure, C2H10S4Si2 at a distorted geometry. The level of theory is ωB97M-V/def2-TZVPD.

## Properties
E_HOMO	-8.949	eV
energy above the lowest of the compared OMol25 structures with the same formula, charge and spin	34.67	kcal per mole

The geometry in ORCA input format:
```
! wB97M-V def2-TZVPD RIJCOSX def2/J DEFGRID3
* xyz 0 1
C -2.44 -1.79 0.25
C 2.45 1.10 -0.82
Si -0.40 -0.57 1.01
Si 0.57 0.70 -0.54
S -0.55 0.48 2.90
S 1.05 -2.28 1.35
S -0.47 2.68 -0.43
S 0.03 -0.22 -2.57
H -2.18 -2.77 0.39
H -3.34 -1.37 0.81
H -2.63 -1.55 -0.78
H 2.48 2.00 -1.37
H 2.95 1.24 0.16
H 2.85 0.35 -1.40
H -0.77 1.78 2.61
H 1.05 -2.67 2.64
H -1.60 2.29 -1.09
H 0.94 0.61 -3.13
*
```


# 4
This record from the Open Molecules 2025 dataset describes a single C16H18O8 molecule. The level of theory is ωB97M-V/def2-TZVPD.

## Properties
E_HOMO	-8.913	eV
energy above the lowest of the compared OMol25 structures with the same formula, charge and spin	0.00	kcal per mole

The geometry in ORCA input format:
```
! wB97M-V def2-TZVPD RIJCOSX def2/J DEFGRID3
* xyz 0 1
C 3.51 -3.24 5.17
H 3.90 -2.43 5.78
H 3.59 -4.19 5.69
H 2.47 -3.03 4.91
O 4.28 -3.38 3.98
C 4.31 -2.32 3.17
O 3.74 -1.29 3.40
C 5.15 -2.60 1.94
C 4.82 -1.60 0.84
C 3.38 -1.77 0.40
O 2.72 -2.75 0.59
O 2.96 -0.66 -0.22
C 1.68 -0.54 -0.74
C 1.02 -1.58 -1.38
C -0.24 -1.36 -1.91
C -0.83 -0.11 -1.82
C -0.16 0.94 -1.20
C 1.09 0.72 -0.66
H 1.63 1.51 -0.17
H -0.61 1.91 -1.14
O -2.07 0.05 -2.42
C -3.04 0.77 -1.83
O -2.97 1.25 -0.73
C -4.24 0.86 -2.74
C -5.29 1.78 -2.12
C -4.70 3.16 -1.90
O -3.82 3.64 -2.56
O -5.30 3.78 -0.89
C -4.82 5.08 -0.57
H -3.79 5.01 -0.21
H -4.84 5.72 -1.45
H -5.47 5.47 0.21
H -6.15 1.88 -2.79
H -5.64 1.40 -1.16
H -3.90 1.26 -3.70
H -4.64 -0.14 -2.91
H -0.77 -2.16 -2.40
H 1.47 -2.56 -1.45
H 4.95 -0.58 1.19
H 5.46 -1.75 -0.03
H 6.20 -2.53 2.22
H 4.95 -3.62 1.61
*
```


# 5
This record from the Open Molecules 2025 dataset describes a single C3H6N2O2S molecule at a distorted geometry. The level of theory is ωB97M-V/def2-TZVPD.

## Properties
E_HOMO	-9.091	eV
energy above the lowest of the compared OMol25 structures with the same formula, charge and spin	117.09	kcal per mole

The geometry in ORCA input format:
```
! wB97M-V def2-TZVPD RIJCOSX def2/J DEFGRID3
* xyz 0 1
C -0.37 -0.82 0.56
C 0.79 -0.25 -0.10
C -0.73 2.22 -0.15
H -1.46 -2.35 -0.59
H -2.40 -1.04 0.00
H -0.92 -0.11 1.31
H -0.10 -1.74 1.12
H -1.14 2.90 -0.88
H 3.74 -0.22 -0.19
N -1.55 -1.19 -0.44
N 1.91 -0.74 0.01
O -1.17 2.04 0.91
O 2.78 0.15 -0.53
S 0.61 1.16 -1.03
*
```


# 6
This record from the Open Molecules 2025 dataset describes a molecular structure, C16H25IN2O4PtSe2. The level of theory is ωB97M-V/def2-TZVPD.

## Properties
E_HOMO (alpha / beta)	-12.683 / -12.676	eV
energy above the lowest of the compared OMol25 structures with the same formula, charge and spin	1.63	kcal per mole

The geometry in ORCA input format:
```
! wB97M-V def2-TZVPD RIJCOSX def2/J DEFGRID3
* xyz 2 5
Pt 0.13 0.07 0.68
O 3.68 -2.46 1.99
C 2.60 -1.87 2.69
C 2.96 -0.42 3.00
C 4.12 -0.40 4.04
O 5.38 -0.70 3.51
C 3.46 0.35 1.77
Se 2.50 0.18 0.10
C 1.81 0.31 3.69
Se -0.02 -0.01 3.09
H 3.60 -3.42 2.00
H 2.39 -2.40 3.64
H 1.68 -1.92 2.09
H 3.84 -1.07 4.86
H 4.20 0.61 4.46
H 5.38 -1.62 3.20
H 4.48 0.04 1.55
H 3.47 1.42 1.96
H 1.92 1.39 3.59
H 1.78 0.08 4.76
N -4.55 -0.28 -1.87
C -4.14 0.97 -1.12
C -2.64 0.95 -0.89
N -2.20 -0.26 -0.16
C -2.61 -1.48 -0.88
C -4.12 -1.53 -1.14
H -4.11 -0.27 -2.79
H -5.55 -0.29 -2.02
H -4.69 0.96 -0.18
H -4.45 1.83 -1.70
H -2.33 1.84 -0.35
H -2.12 0.97 -1.85
H -2.62 -0.26 0.76
H -2.33 -2.37 -0.31
H -2.07 -1.52 -1.83
H -4.68 -1.56 -0.20
H -4.39 -2.39 -1.74
I -0.61 9.11 -0.24
C -0.19 7.08 0.00
C -1.23 6.19 0.22
C -0.94 4.84 0.37
C 0.38 4.39 0.31
C 1.41 5.30 0.09
C 1.13 6.65 -0.06
C 0.70 2.95 0.46
O 1.88 2.59 0.59
O -0.31 2.12 0.43
H -2.25 6.54 0.27
H -1.74 4.14 0.56
H 2.43 4.94 0.05
H 1.93 7.35 -0.23
*
```


# 7
This record from the Open Molecules 2025 dataset describes a single C4H6N2O molecule at a distorted geometry. The level of theory is ωB97M-V/def2-TZVPD.

## Properties
E_HOMO	-10.719	eV
energy above the lowest of the compared OMol25 structures with the same formula, charge and spin	32.06	kcal per mole

The geometry in ORCA input format:
```
! wB97M-V def2-TZVPD RIJCOSX def2/J DEFGRID3
* xyz 0 1
N -1.57 0.96 -0.65
C -1.83 0.13 0.27
O -1.04 -0.91 0.56
C 0.18 -0.97 -0.17
C 1.22 -0.06 0.50
C 2.16 0.55 -0.45
N 2.89 1.04 -1.20
H -2.31 1.66 -0.72
H -2.69 0.13 0.94
H 0.01 -0.68 -1.21
H 0.49 -2.02 -0.13
H 0.70 0.76 1.00
H 1.79 -0.60 1.26
*
```